{"formula": "C2H2ClFO2", "method": "ωB97M-V/def2-TZVPD", "symbols": ["O", "C", "Cl", "C", "O", "F", "H", "H"], "xyz": [[1.06, 1.66, 0.53], [0.96, 0.57, 0.10], [2.31, -0.43, -0.26], [-0.32, -0.24, -0.21], [-1.53, 0.38, -0.03], [-0.30, -1.38, 0.57], [-0.11, -0.43, -1.26], [-2.08, -0.13, 0.57]], "nbo_charge": [-0.449, 0.459, -0.020, 0.396, -0.698, -0.340, 0.150, 0.502], "orbital_gap_ev": 11.279, "total_charge": 0, "relative_energy_ev": 0.584, "max_force_ev_per_a": 1.80, "homo_ev": -10.80, "spin_multiplicity": 1, "total_energy_ha": -787.93387}

***

{"formula": "C29H29N5O7PdS", "method": "ωB97M-V/def2-TZVPD", "symbols": ["Pd", "O", "C", "C", "C", "C", "C", "C", "C", "O", "N", "N", "C", "C", "C", "C", "C", "C", "C", "O", "H", "H", "H", "H", "H", "H", "H", "H", "H", "H", "C", "C", "C", "C", "C", "C", "C", "S", "O", "O", "N", "C", "C", "O", "O", "H", "H", "H", "H", "H", "H", "H", "H", "H", "N", "C", "N", "C", "C", "C", "C", "C", "H", "H", "H", "H", "H", "H", "H", "H", "H", "H"], "xyz": [[-1.91, -0.21, 0.46], [-5.36, -0.58, -3.75], [-5.64, 0.63, -3.25], [-6.40, 1.53, -4.03], [-6.84, 2.72, -3.51], [-6.50, 3.09, -2.21], [-5.74, 2.23, -1.44], [-5.22, 1.05, -1.96], [-4.34, 0.28, -1.10], [-4.00, 0.68, -0.01], [-3.82, -0.91, -1.72], [-2.77, -1.36, -1.13], [-2.06, -2.29, -1.80], [-0.86, -2.80, -1.50], [-0.30, -3.70, -2.46], [0.66, -4.63, -2.12], [1.27, -4.52, -0.86], [0.96, -3.51, -0.03], [-0.06, -2.55, -0.28], [-0.20, -1.62, 0.56], [-4.80, -1.11, -3.22], [-6.67, 1.27, -5.04], [-7.39, 3.40, -4.17], [-6.90, 4.01, -1.78], [-5.41, 2.54, -0.45], [-2.57, -2.70, -2.69], [-0.82, -3.82, -3.42], [0.83, -5.37, -2.85], [1.99, -5.32, -0.63], [1.40, -3.51, 0.97], [5.09, -0.92, 3.72], [3.65, -0.71, 3.72], [3.06, 0.50, 3.53], [1.70, 0.61, 3.49], [0.85, -0.51, 3.63], [1.45, -1.76, 3.83], [2.83, -1.83, 3.86], [-0.91, -0.21, 3.43], [-1.52, -1.45, 3.05], [-1.38, 0.32, 4.67], [-1.13, 0.82, 2.21], [-1.10, 2.19, 2.47], [1.99, 7.67, 1.11], [2.55, 7.59, 2.11], [1.47, 7.66, 0.09], [5.33, -1.75, 4.38], [5.73, -0.11, 4.09], [5.57, -1.22, 2.82], [3.70, 1.40, 3.40], [1.22, 1.57, 3.38], [0.78, -2.64, 3.91], [3.29, -2.86, 3.99], [-1.22, 2.50, 3.50], [-1.20, 2.90, 1.72], [-0.87, 1.09, -1.03], [0.26, 1.06, -1.15], [1.51, 1.05, -1.24], [2.32, 1.20, 0.00], [3.30, 0.08, 0.12], [4.15, -0.05, -1.12], [3.25, -0.48, -2.26], [2.21, 0.60, -2.55], [1.61, 1.24, 0.85], [2.79, 2.18, 0.05], [2.88, -0.90, 0.41], [3.92, 0.40, 0.98], [4.96, -0.74, -1.01], [4.60, 0.93, -1.32], [2.85, -1.46, -2.01], [3.80, -0.63, -3.20], [1.46, 0.25, -3.19], [2.68, 1.50, -3.00]], "mulliken_spin": [1.581, 0.003, 0.023, -0.009, 0.015, -0.003, 0.008, 0.017, -0.054, 0.122, 0.419, 0.204, 0.016, 0.106, -0.071, 0.070, 0.021, 0.033, 0.044, 0.204, 0.002, 0.000, 0.001, 0.000, 0.000, -0.007, -0.004, 0.002, 0.004, -0.001, 0.000, 0.001, 0.015, 0.034, 0.008, 0.013, 0.000, 0.012, 0.027, 0.011, 0.242, 0.821, 0.001, 0.000, 0.000, 0.000, 0.000, 0.000, -0.001, -0.050, 0.001, 0.001, 0.000, 0.008, 0.042, 0.055, 0.013, -0.068, 0.012, -0.001, -0.001, -0.002, 0.050, 0.002, -0.002, 0.001, 0.000, 0.000, 0.003, 0.000, 0.002, 0.000], "s_squared": 6.06, "orbital_gap_ev": [5.225, 6.338], "total_charge": 0, "relative_energy_ev": 0.686, "max_force_ev_per_a": 4.34, "homo_ev": [-5.93, -8.59], "spin_multiplicity": 5, "total_energy_ha": -2448.84943}

***

{"formula": "C2H4N2", "method": "ωB97M-V/def2-TZVPD", "symbols": ["C", "N", "N", "C", "H", "H", "H", "H"], "xyz": [[-1.65, -0.07, 0.08], [-0.51, -0.39, -0.47], [0.52, -0.74, 0.05], [1.61, 0.05, -0.03], [-2.74, 0.04, -0.38], [-1.54, 0.45, 1.04], [1.82, 0.95, -0.79], [2.49, -0.30, 0.50]], "nbo_charge": [-0.143, -0.176, -0.160, -0.246, 0.203, 0.154, 0.183, 0.185], "orbital_gap_ev": 9.352, "total_charge": 0, "relative_energy_ev": 3.649, "max_force_ev_per_a": 9.12, "homo_ev": -8.81, "spin_multiplicity": 1, "total_energy_ha": -187.98423}

***

{"formula": "C29H19Br2Cl3HfN14OSi", "method": "ωB97M-V/def2-TZVPD", "symbols": ["Hf", "N", "C", "N", "N", "N", "N", "C", "N", "N", "N", "N", "H", "Br", "C", "C", "C", "C", "C", "C", "N", "N", "C", "C", "C", "C", "O", "C", "N", "C", "C", "C", "C", "H", "H", "H", "H", "H", "H", "H", "H", "H", "Br", "C", "C", "C", "C", "C", "C", "N", "C", "C", "C", "C", "C", "C", "N", "H", "H", "H", "H", "H", "H", "H", "H", "H", "Cl", "Si", "Cl", "Cl"], "xyz": [[0.28, 0.19, 0.30], [-3.06, -0.29, -1.23], [-2.77, -0.32, 0.10], [-3.38, -1.05, 1.02], [-2.72, -0.82, 2.14], [-1.77, 0.00, 1.96], [-1.77, 0.41, 0.65], [-2.03, -0.18, -2.13], [-2.15, -0.27, -3.46], [-0.92, -0.11, -3.92], [-0.10, 0.05, -2.95], [-0.76, 0.03, -1.78], [-3.88, -0.79, -1.54], [-3.35, -0.59, 8.12], [-2.46, -2.02, 7.23], [-1.40, -2.65, 7.87], [-0.77, -3.70, 7.23], [-1.15, -4.08, 5.94], [-2.23, -3.43, 5.32], [-2.89, -2.41, 5.97], [-0.55, -5.20, 5.39], [-0.29, -5.35, 4.20], [-0.31, -4.38, 3.22], [-0.90, -4.72, 2.01], [-0.93, -3.84, 0.94], [-0.33, -2.58, 1.04], [-0.26, -1.74, 0.03], [0.29, -2.21, 2.26], [0.87, -0.98, 2.29], [1.44, -0.60, 3.41], [1.55, -1.42, 4.54], [1.04, -2.69, 4.50], [0.32, -3.11, 3.36], [-1.08, -2.33, 8.85], [0.07, -4.20, 7.70], [-2.55, -3.74, 4.34], [-3.71, -1.91, 5.49], [-1.38, -5.68, 1.91], [-1.41, -4.11, 0.02], [1.89, 0.38, 3.43], [2.05, -1.05, 5.42], [1.19, -3.36, 5.33], [6.05, -4.69, -0.50], [4.79, -3.30, -0.77], [3.45, -3.54, -0.52], [2.54, -2.53, -0.72], [2.95, -1.26, -1.13], [4.31, -1.04, -1.39], [5.22, -2.06, -1.21], [2.02, -0.22, -1.18], [2.04, 0.60, -2.17], [1.30, 1.86, -2.17], [1.41, 2.72, -3.27], [0.60, 3.83, -3.33], [-0.32, 4.04, -2.31], [-0.32, 3.18, -1.23], [0.48, 2.12, -1.14], [3.12, -4.51, -0.18], [1.48, -2.72, -0.59], [4.65, -0.06, -1.69], [6.27, -1.89, -1.40], [2.71, 0.43, -3.02], [2.10, 2.48, -4.07], [0.65, 4.50, -4.17], [-1.02, 4.86, -2.35], [-1.01, 3.32, -0.41], [2.50, 1.33, 1.11], [0.41, 2.59, 2.11], [1.09, 4.41, 1.32], [1.15, 2.82, 4.02]], "nbo_charge": [2.009, -0.587, 0.502, -0.334, -0.043, -0.121, -0.587, 0.461, -0.346, -0.060, -0.144, -0.507, 0.433, 0.061, -0.075, -0.236, -0.221, 0.117, -0.226, -0.216, -0.140, -0.110, 0.043, -0.170, -0.251, 0.322, -0.845, 0.192, -0.556, 0.107, -0.254, -0.095, -0.107, 0.232, 0.228, 0.235, 0.241, 0.232, 0.233, 0.231, 0.233, 0.230, 0.066, -0.079, -0.212, -0.219, 0.188, -0.222, -0.231, -0.583, 0.239, 0.182, -0.200, -0.129, -0.236, 0.099, -0.527, 0.234, 0.249, 0.220, 0.234, 0.212, 0.232, 0.231, 0.237, 0.221, -0.452, 0.994, -0.443, -0.420], "orbital_gap_ev": 6.655, "total_charge": 0, "relative_energy_ev": 1.614, "max_force_ev_per_a": 2.23, "homo_ev": -7.91, "spin_multiplicity": 1, "total_energy_ha": -8824.67771}

***

{"formula": "C6H15NSi", "method": "ωB97M-V/def2-TZVPD", "symbols": ["C", "C", "C", "C", "C", "C", "N", "Si", "H", "H", "H", "H", "H", "H", "H", "H", "H", "H", "H", "H", "H", "H", "H"], "xyz": [[0.30, -2.20, 0.83], [1.20, -1.25, -0.15], [-1.13, -1.98, 0.75], [1.53, 0.87, 1.13], [-0.60, 0.83, -2.33], [-1.63, 2.16, 0.20], [0.90, 0.18, 0.07], [-0.68, 0.66, -0.37], [0.68, -3.24, 0.45], [0.70, -1.99, 1.88], [2.30, -1.56, 0.11], [1.27, -1.47, -1.18], [-1.62, -2.58, -0.12], [-1.62, -1.75, 1.74], [2.11, 1.75, 0.77], [1.03, 1.17, 2.02], [2.37, 0.33, 1.51], [-0.10, 1.66, -2.72], [-0.05, -0.04, -2.55], [-1.46, 0.82, -2.85], [-2.38, 2.35, -0.47], [-2.10, 2.34, 1.22], [-1.03, 2.95, 0.05]], "nbo_charge": [-0.479, -0.204, -0.616, -0.426, -1.068, -1.137, -0.897, 1.626, 0.204, 0.200, 0.193, 0.199, 0.211, 0.212, 0.187, 0.191, 0.206, 0.227, 0.223, 0.221, 0.245, 0.250, 0.233], "orbital_gap_ev": [7.806, 7.807], "total_charge": 0, "relative_energy_ev": 3.396, "max_force_ev_per_a": 4.57, "homo_ev": [-7.03, -7.03], "spin_multiplicity": 1, "total_energy_ha": -581.71959}

***

{"formula": "C5H11NO", "method": "ωB97M-V/def2-TZVPD", "symbols": ["C", "C", "C", "C", "N", "C", "O", "H", "H", "H", "H", "H", "H", "H", "H", "H", "H", "H"], "xyz": [[0.95, 0.37, 1.51], [0.72, 0.55, 0.02], [-0.05, -0.56, -0.72], [-0.07, -1.96, -0.14], [-1.35, 0.10, -0.72], [-0.93, 1.42, -0.44], [-0.58, 2.27, -1.47], [-0.02, 0.37, 2.01], [1.47, -0.56, 1.79], [1.54, 1.19, 1.92], [0.35, 2.05, -1.55], [1.75, 0.66, -0.44], [0.30, -0.61, -1.76], [0.92, -2.42, -0.19], [-0.40, -1.95, 0.91], [-0.77, -2.59, -0.71], [-2.04, -0.27, -0.08], [-1.79, 1.95, 0.06]], "nbo_charge": [-0.641, -0.268, -0.077, -0.628, -0.660, 0.315, -0.712, 0.202, 0.206, 0.219, 0.479, 0.195, 0.183, 0.217, 0.203, 0.220, 0.373, 0.174], "orbital_gap_ev": 9.558, "total_charge": 0, "relative_energy_ev": 3.329, "max_force_ev_per_a": 1.49, "homo_ev": -8.54, "spin_multiplicity": 1, "total_energy_ha": -327.00902}

***

{"formula": "C4H7NO", "method": "ωB97M-V/def2-TZVPD", "symbols": ["C", "C", "C", "N", "C", "O", "H", "H", "H", "H", "H", "H", "H"], "xyz": [[1.45, -0.59, 0.33], [0.13, -0.02, 0.75], [-0.11, 1.29, 0.14], [-0.91, 0.48, -0.84], [-1.22, -0.89, -0.25], [-2.38, -1.13, 0.03], [1.50, -1.68, 0.41], [1.79, -0.27, -0.67], [2.15, -0.16, 1.06], [-0.75, 1.98, 0.70], [0.74, 1.81, -0.32], [-1.86, 0.85, -0.75], [-0.53, -1.68, -0.59]], "nbo_charge": [-0.736, 0.177, -0.337, -0.574, 0.413, -0.606, 0.227, 0.225, 0.261, 0.218, 0.195, 0.394, 0.144], "orbital_gap_ev": 8.518, "total_charge": 0, "relative_energy_ev": 5.241, "max_force_ev_per_a": 0.49, "homo_ev": -9.01, "spin_multiplicity": 1, "total_energy_ha": -286.43904}

***

{"formula": "C8H15ClFO3P", "method": "ωB97M-V/def2-TZVPD", "symbols": ["C", "C", "O", "C", "O", "C", "F", "Cl", "P", "O", "C", "C", "C", "C", "H", "H", "H", "H", "H", "H", "H", "H", "H", "H", "H", "H", "H", "H", "H"], "xyz": [[1.53, -3.29, 2.47], [2.29, -2.32, 1.56], [1.44, -2.09, 0.42], [0.52, -1.14, 0.62], [0.47, -0.38, 1.50], [-0.56, -1.08, -0.50], [-0.13, -1.70, -1.68], [-2.02, -2.04, 0.11], [-1.35, 0.89, -1.13], [-2.46, 0.73, -2.04], [-2.01, 1.50, 0.46], [-1.92, 2.98, 0.60], [0.17, 1.79, -1.62], [0.78, 1.16, -2.90], [1.36, -2.78, 3.46], [0.59, -3.71, 1.93], [2.25, -4.14, 2.61], [3.33, -2.66, 1.06], [2.53, -1.28, 1.97], [-3.08, 1.10, 0.33], [-1.62, 1.08, 1.42], [-0.86, 3.15, 0.57], [-2.41, 3.58, -0.34], [-2.37, 3.33, 1.57], [-0.16, 2.75, -1.92], [0.84, 1.50, -0.82], [1.15, 0.14, -2.55], [0.07, 1.20, -3.78], [1.63, 1.73, -3.38]], "nbo_charge": [-0.668, -0.093, -0.499, 0.728, -0.579, 0.036, -0.360, -0.052, 1.912, -1.057, -0.811, -0.604, -0.788, -0.623, 0.232, 0.244, 0.225, 0.201, 0.209, 0.258, 0.269, 0.204, 0.206, 0.228, 0.256, 0.251, 0.225, 0.231, 0.221], "orbital_gap_ev": 10.453, "total_charge": 0, "relative_energy_ev": 1.529, "max_force_ev_per_a": 3.95, "homo_ev": -9.76, "spin_multiplicity": 1, "total_energy_ha": -1440.90579}

***

{"formula": "C3H5NO2S", "method": "ωB97M-V/def2-TZVPD", "symbols": ["N", "C", "C", "S", "C", "O", "O", "H", "H", "H", "H", "H"], "xyz": [[-1.03, 0.22, 1.13], [0.20, -0.07, 0.38], [0.37, 0.81, -0.84], [0.73, 2.55, -0.43], [0.25, -1.60, 0.04], [1.37, -2.11, -0.12], [-0.86, -2.17, -0.07], [-1.07, 1.23, 1.29], [-1.80, -0.11, 0.55], [1.04, 0.05, 1.07], [-0.43, 0.75, -1.58], [1.22, 0.46, -1.43]], "nbo_charge": [-0.874, -0.180, -0.523, -0.808, 0.767, -0.810, -0.827, 0.357, 0.355, 0.182, 0.171, 0.189], "orbital_gap_ev": 5.563, "total_charge": -2, "relative_energy_ev": 0.501, "max_force_ev_per_a": 1.47, "homo_ev": 0.67, "spin_multiplicity": 1, "total_energy_ha": -720.72815}

***

{"formula": "C8H16B2F8O2Tl", "method": "ωB97M-V/def2-TZVPD", "symbols": ["Tl", "B", "F", "F", "F", "F", "B", "F", "F", "F", "F", "C", "C", "C", "O", "C", "H", "H", "H", "H", "H", "H", "H", "H", "C", "C", "C", "O", "C", "H", "H", "H", "H", "H", "H", "H", "H"], "xyz": [[9.35, 0.41, -16.13], [9.21, 3.08, -14.31], [9.26, 4.00, -13.27], [7.91, 2.70, -14.63], [9.83, 3.47, -15.52], [9.90, 1.91, -13.87], [6.29, 0.05, -16.89], [6.67, 1.20, -16.17], [6.59, -1.05, -16.09], [4.92, 0.09, -17.12], [7.17, -0.03, -18.02], [6.53, 0.48, -11.89], [7.97, 0.68, -11.47], [8.67, -0.31, -12.39], [8.01, -0.15, -13.63], [6.65, 0.20, -13.41], [6.01, 1.42, -11.73], [6.04, -0.33, -11.35], [8.26, 0.37, -10.46], [8.36, 1.69, -11.59], [8.50, -1.33, -12.01], [9.75, -0.21, -12.53], [5.99, -0.57, -13.81], [6.40, 1.14, -13.94], [7.70, 4.33, -18.97], [8.44, 3.51, -20.01], [8.32, 2.14, -19.35], [8.52, 2.37, -17.96], [8.29, 3.75, -17.69], [6.62, 4.19, -18.97], [7.93, 5.39, -19.03], [9.45, 3.90, -20.13], [7.96, 3.57, -20.99], [8.93, 1.36, -19.80], [7.27, 1.84, -19.51], [9.30, 4.16, -17.48], [7.65, 3.95, -16.83]], "nbo_charge": [1.156, 1.336, -0.530, -0.562, -0.561, -0.570, 1.331, -0.559, -0.561, -0.525, -0.559, -0.450, -0.429, -0.089, -0.248, -0.108, 0.257, 0.251, 0.250, 0.259, 0.257, 0.249, 0.300, 0.345, -0.435, -0.438, -0.098, -0.283, -0.090, 0.242, 0.254, 0.232, 0.255, 0.247, 0.289, 0.304, 0.280], "orbital_gap_ev": 2.841, "total_charge": 1, "relative_energy_ev": 0.000, "max_force_ev_per_a": 2.06, "homo_ev": -13.75, "spin_multiplicity": 1, "total_energy_ha": -1485.93471}

***

{"formula": "C5H11O4Sn", "method": "ωB97M-V/def2-TZVPD", "symbols": ["C", "O", "C", "O", "C", "C", "O", "Sn", "H", "H", "H", "H", "H", "H", "H", "O", "H", "C", "H", "H", "H"], "xyz": [[-1.97, 2.12, -0.13], [-0.95, 2.14, 0.81], [-2.43, 0.70, -0.45], [-1.22, -0.04, -0.71], [-1.23, -1.40, -0.59], [0.17, -1.94, -0.55], [0.97, -1.13, 0.27], [0.29, 0.70, 0.55], [-1.63, 2.58, -1.08], [-2.87, 2.68, 0.20], [-3.08, 0.65, -1.33], [-2.94, 0.23, 0.41], [-2.08, -1.94, -1.02], [0.59, -1.96, -1.58], [0.14, -2.99, -0.19], [2.08, 1.20, 0.15], [2.63, 1.64, 0.80], [2.94, -0.31, -0.31], [3.18, 0.14, -1.30], [3.20, -0.79, 0.65], [3.55, -1.12, -0.72]], "mulliken_spin": [-0.004, 0.044, -0.038, -0.052, -0.812, 0.074, 0.020, 0.736, 0.000, 0.006, 0.004, 0.031, -0.016, -0.083, -0.012, 0.167, -0.014, 0.991, 0.011, -0.066, 0.013], "s_squared": 1.74, "orbital_gap_ev": [5.966, 6.693], "total_charge": 0, "relative_energy_ev": 6.167, "max_force_ev_per_a": 7.82, "homo_ev": [-6.19, -6.85], "spin_multiplicity": 2, "total_energy_ha": -711.95241}

***

{"formula": "C2HN4S", "method": "ωB97M-V/def2-TZVPD", "symbols": ["C", "C", "N", "N", "N", "N", "S", "H"], "xyz": [[0.88, -0.66, -0.67], [0.57, 0.43, 0.06], [-0.45, -0.63, -2.40], [1.49, -1.65, -1.08], [0.16, -1.56, -2.79], [1.12, -2.22, -2.30], [1.41, 1.88, 0.02], [-0.33, 0.40, 0.67]], "nbo_charge": [0.137, -0.340, -0.186, -0.288, 0.029, -0.280, -0.277, 0.205], "orbital_gap_ev": [7.010, 7.014], "total_charge": -1, "relative_energy_ev": 2.735, "max_force_ev_per_a": 2.24, "homo_ev": [-3.63, -3.63], "spin_multiplicity": 1, "total_energy_ha": -693.93607}

***

What did the eleventh record say?
{"formula": "C5H11O4Sn", "method": "ωB97M-V/def2-TZVPD", "symbols": ["C", "O", "C", "O", "C", "C", "O", "Sn", "H", "H", "H", "H", "H", "H", "H", "O", "H", "C", "H", "H", "H"], "xyz": [[-1.97, 2.12, -0.13], [-0.95, 2.14, 0.81], [-2.43, 0.70, -0.45], [-1.22, -0.04, -0.71], [-1.23, -1.40, -0.59], [0.17, -1.94, -0.55], [0.97, -1.13, 0.27], [0.29, 0.70, 0.55], [-1.63, 2.58, -1.08], [-2.87, 2.68, 0.20], [-3.08, 0.65, -1.33], [-2.94, 0.23, 0.41], [-2.08, -1.94, -1.02], [0.59, -1.96, -1.58], [0.14, -2.99, -0.19], [2.08, 1.20, 0.15], [2.63, 1.64, 0.80], [2.94, -0.31, -0.31], [3.18, 0.14, -1.30], [3.20, -0.79, 0.65], [3.55, -1.12, -0.72]], "mulliken_spin": [-0.004, 0.044, -0.038, -0.052, -0.812, 0.074, 0.020, 0.736, 0.000, 0.006, 0.004, 0.031, -0.016, -0.083, -0.012, 0.167, -0.014, 0.991, 0.011, -0.066, 0.013], "s_squared": 1.74, "orbital_gap_ev": [5.966, 6.693], "total_charge": 0, "relative_energy_ev": 6.167, "max_force_ev_per_a": 7.82, "homo_ev": [-6.19, -6.85], "spin_multiplicity": 2, "total_energy_ha": -711.95241}